Entry 1:
Molecular formula: C24H47B11Br6Cl2N6O2PS2Tl
Method: DFT, ωB97M-V/def2-TZVPD

```
102
Properties=species:S:1:pos:R:3:forces:R:3:mulliken_charge:R:1
Tl -0.089690 0.532001 -0.571847 0.38 -0.01 -0.05 1.214
C -4.576070 -1.757080 4.530210 0.00 -0.03 -0.11 -1.233
C -3.622968 -2.239946 3.448061 0.03 0.19 0.28 -0.093
N -4.139932 -1.953819 2.093499 0.11 -0.09 0.32 -0.067
C -3.904225 -0.892071 1.412599 -0.18 -0.32 -0.46 0.164
S -1.271743 0.604561 2.767534 -0.18 -0.14 -0.06 -0.219
N -3.952657 -0.015354 0.648415 -0.31 -0.15 0.34 -0.194
N -3.400874 0.930331 -0.073818 0.87 0.74 0.14 0.316
C -3.839238 1.224944 -1.234132 -0.39 -0.34 -0.25 0.469
C -4.988273 0.534746 -1.897243 -0.02 0.05 -0.01 -1.335
C -3.085243 2.284762 -1.956835 0.09 0.08 -0.10 0.485
C -3.562124 2.833240 -3.138009 -0.09 -0.05 -0.03 -0.696
C -2.770395 3.758102 -3.805405 0.02 0.05 -0.02 -0.537
C -1.543378 4.107526 -3.274952 -0.05 -0.03 0.03 -0.945
C -1.153356 3.517748 -2.075806 -0.11 0.03 -0.20 0.156
N -1.905305 2.633551 -1.442264 0.06 -0.01 0.22 -0.010
H -4.291248 -2.187752 5.489752 0.04 0.05 0.01 0.400
H -4.542355 -0.670434 4.612335 -0.04 0.00 0.01 0.298
H -5.600633 -2.060895 4.314049 0.00 -0.02 0.03 0.346
H -2.653554 -1.754809 3.546730 0.06 -0.06 -0.06 0.004
H -3.477589 -3.316647 3.493025 0.00 -0.01 -0.09 0.414
H -4.516621 -2.733733 1.562395 0.12 0.00 -0.20 0.190
H -5.272308 -0.359689 -1.348645 0.00 -0.02 -0.03 0.332
H -5.850829 1.203291 -1.954516 0.03 0.04 0.00 0.373
H -4.712420 0.240927 -2.909262 -0.02 -0.03 0.01 0.370
H -4.524849 2.550406 -3.540815 0.02 -0.05 0.00 0.400
H -3.110396 4.187846 -4.738118 -0.01 0.01 0.00 0.427
H -0.891765 4.808250 -3.777291 0.01 0.00 0.01 0.460
H -0.193855 3.746696 -1.624186 0.01 0.01 -0.01 0.332
Br -0.552595 -2.649505 0.407398 -0.20 -0.16 -0.15 0.149
B -0.903654 -3.693809 -1.235659 -0.18 0.00 0.19 -0.952
B 0.108745 -5.065771 -1.667587 0.07 -0.05 0.07 0.811
C 0.029070 -5.130890 -3.359794 -0.43 0.10 0.18 -0.300
B 0.136555 -3.592916 -2.656469 0.13 0.10 0.03 1.187
B -0.860830 -3.882084 -4.086324 0.00 0.08 -0.17 0.801
B -1.496860 -5.534655 -3.992732 0.02 -0.09 -0.11 0.637
B -0.898166 -6.268236 -2.492566 0.06 -0.06 -0.03 0.767
B -1.555951 -5.357923 -1.123628 -0.04 0.08 -0.04 0.077
Br -1.937595 -6.141267 0.629129 -0.01 -0.02 -0.13 -0.398
B -2.561281 -5.665510 -2.584049 -0.02 0.03 0.04 -0.212
Br -4.094291 -6.877186 -2.539742 0.11 0.14 -0.01 -0.400
B -2.535898 -4.167176 -3.585682 0.01 0.07 0.13 0.190
Br -4.043549 -3.605177 -4.694525 0.07 -0.06 0.07 -0.384
B -1.511906 -2.955359 -2.728818 -0.24 -0.10 0.01 -0.635
Br -1.950442 -1.037691 -2.809956 0.05 -0.27 -0.19 -0.387
B -2.579342 -4.062193 -1.807150 0.30 0.12 0.10 -0.229
Br -4.175190 -3.361321 -0.899142 -0.09 -0.12 -0.11 -0.529
H 1.072490 -5.408504 -1.081179 0.01 0.01 -0.01 -0.317
H 0.890390 -5.494348 -3.897012 0.03 0.00 0.04 0.558
H 1.130421 -2.971411 -2.744363 0.01 0.07 0.05 -0.445
H -0.534477 -3.442952 -5.131216 -0.01 0.02 0.00 -0.312
H -1.578451 -6.184365 -4.973082 -0.03 0.00 0.00 -0.310
H -0.573606 -7.401576 -2.485585 -0.05 -0.02 0.03 -0.319
C 5.442824 5.682226 0.753985 0.00 -0.09 0.01 -0.973
C 5.037323 4.496507 1.623464 -0.07 0.05 -0.15 -0.710
N 3.837592 3.825170 1.134111 0.03 0.05 -0.05 -0.045
C 3.793071 2.979074 0.058536 0.08 -0.05 0.00 -0.314
S 2.358982 2.797914 -0.795778 -0.14 0.10 0.06 0.053
N 4.917649 2.324755 -0.251862 -0.06 -0.07 0.02 0.091
C 5.026424 1.280214 -1.273732 0.01 -0.04 0.03 -0.234
C 4.972884 -0.120915 -0.687695 0.10 0.11 0.12 -0.564
H 6.331431 6.169331 1.156616 0.00 0.01 -0.01 0.388
H 4.635378 6.414186 0.713930 0.02 0.02 0.00 0.278
H 5.655024 5.356106 -0.264748 0.01 0.01 0.00 0.249
H 4.821943 4.828178 2.639651 0.06 -0.04 0.03 0.365
H 5.857251 3.781777 1.692630 -0.01 0.00 0.13 0.317
H 2.997467 4.383822 1.169746 -0.02 -0.04 0.04 0.220
H 5.697998 2.410100 0.378606 0.01 0.00 -0.02 0.174
H 5.964877 1.440474 -1.806910 0.00 0.05 -0.01 0.297
H 4.207996 1.425780 -1.973987 0.08 0.05 0.02 -0.162
H 5.697137 -0.235026 0.124052 0.02 -0.01 -0.01 0.463
H 5.202108 -0.849532 -1.464557 -0.03 0.03 0.07 0.268
H 3.971353 -0.335122 -0.323153 -0.04 -0.04 0.04 -0.171
Cl 3.875599 -1.685215 -3.732042 -0.02 -0.09 -0.10 -0.196
C 2.675509 -0.419410 -4.029494 -0.08 0.08 0.07 0.261
Cl 3.481698 1.089681 -4.534202 0.00 -0.01 -0.11 -0.196
C 1.762866 -0.120984 -2.807275 0.02 -0.09 -0.03 0.011
O 0.803453 0.629270 -3.078449 -0.02 0.14 0.10 -0.735
O 2.033872 -0.653677 -1.716145 -0.08 0.04 0.00 -0.501
H 2.060201 -0.739506 -4.863316 0.01 0.01 -0.01 0.360
C 2.321701 -0.451909 2.436497 0.00 -0.05 0.02 -0.751
C 1.621918 -0.230274 3.773729 -0.09 0.05 -0.15 -0.968
P 0.349880 1.072990 3.756194 0.16 -0.07 0.33 0.588
C 1.154486 2.587755 3.135755 -0.24 -0.02 -0.04 0.718
C 0.156262 3.603669 2.576606 0.05 0.04 0.04 -1.295
C 0.014021 1.308659 5.539225 -0.14 0.09 -0.17 -0.682
C -1.091427 2.323992 5.819521 0.04 -0.01 -0.01 -1.162
H 3.021802 -1.283053 2.519741 0.00 0.00 -0.05 0.566
H 2.883970 0.425973 2.119496 0.03 0.01 -0.05 0.063
H 1.604923 -0.702169 1.652775 0.02 0.00 -0.01 -0.059
H 2.335643 0.008640 4.567262 0.01 0.01 -0.01 0.505
H 1.085691 -1.137913 4.062668 0.02 0.02 0.10 0.410
H 1.835404 2.278871 2.341810 0.08 0.04 -0.02 -0.838
H 1.748469 3.012434 3.949620 0.04 -0.05 0.01 0.386
H -0.265894 3.242957 1.639929 -0.02 -0.01 0.01 0.176
H 0.653625 4.556247 2.384672 0.01 -0.02 -0.03 0.421
H -0.669282 3.786608 3.264248 0.00 0.02 -0.01 0.320
H 0.945018 1.580521 6.042770 0.03 -0.03 -0.03 0.413
H -0.286447 0.318817 5.892495 0.05 -0.01 0.04 0.384
H -0.768839 3.337696 5.578861 -0.01 0.00 0.01 0.258
H -1.379333 2.304742 6.870478 0.03 0.00 0.01 0.397
H -1.971198 2.094699 5.217945 -0.01 0.02 0.01 0.290
```
Positions in Å, forces in eV/Å.

The HOMO-LUMO gap is 7.0 eV. The lowest unoccupied orbital energy is -0.82 eV. The HOMO energy is -7.79 eV. The maximum force is 1.15 eV/A. The value obtained for the energy above the lowest of the compared OMol25 structures with the same formula, charge and spin is 0.0 kcal per mole.

=====

Entry 2:
Molecular formula: C24H47Br12I2NOSi
Method: DFT, ωB97M-V/def2-TZVPD

```
88
Properties=species:S:1:pos:R:3:forces:R:3:mulliken_charge:R:1
C -6.415593 -0.233147 -0.237786 4.76 -6.34 4.78 -0.486
C -5.538298 -1.146193 0.372968 -6.21 6.95 -4.41 0.117
Si -4.109516 -2.078498 1.289835 0.12 0.04 1.03 0.148
C -2.654336 -0.878674 1.839234 0.68 0.15 0.96 -0.094
C -2.551956 0.471579 0.906075 -0.02 -0.82 -0.90 0.188
C -1.013621 0.846171 0.428937 -0.38 1.14 0.27 0.871
C -0.201929 1.811596 1.477286 0.36 0.51 0.62 -0.178
C 0.793064 2.821387 0.645526 -0.15 0.53 0.38 -0.494
N 1.405231 2.223655 -0.603925 -1.21 0.24 0.40 -0.139
O -4.874388 -2.868212 2.698138 -0.88 1.17 -3.11 -0.524
C -6.323018 -3.070892 2.422706 -1.32 -1.40 1.45 0.137
C -6.901690 -4.173147 3.535873 -0.29 -0.05 -0.74 -0.965
C -3.233912 -3.418882 0.156534 -0.47 -1.74 1.38 -0.356
I -2.133342 -2.454292 -1.469655 -0.46 -0.54 0.63 0.089
C -4.230352 -4.637786 -0.297114 -1.15 1.72 0.64 -0.398
C -5.249879 -4.286902 -1.530881 -0.09 -1.33 -0.46 -0.711
I -2.990314 -6.423025 -0.599235 -0.59 0.62 -0.09 0.034
H -7.277181 0.482891 -0.593966 2.20 -2.00 0.88 0.405
H -1.648574 -1.511669 1.768001 -2.05 1.29 0.02 -0.172
H -2.773247 -0.629911 2.997685 0.20 -0.41 -2.46 0.359
H -3.106950 1.364327 1.428439 1.28 -1.63 -0.99 0.340
H -3.162375 0.254342 -0.095662 1.53 0.46 2.42 -0.618
H -1.132036 1.476269 -0.577693 0.26 -1.43 2.06 -0.679
H -0.340141 -0.083609 0.201535 -1.60 1.60 0.34 -0.084
H -0.929684 2.503064 2.116628 1.33 -1.55 -1.42 0.307
H 0.440731 1.216814 2.284710 -1.40 0.99 -1.88 0.073
H 0.125412 3.759459 0.332051 1.61 -1.96 0.50 0.281
H 1.700722 3.236808 1.293263 -2.19 -0.90 -1.01 -0.062
H 1.655688 1.215969 -0.480641 -0.63 1.28 -0.09 -0.002
H 0.711844 2.329856 -1.376425 0.98 -0.53 0.85 0.178
H -6.512925 -3.569182 1.365058 0.39 1.42 2.00 0.013
H -6.967081 -2.091071 2.589355 1.69 -1.86 -0.73 0.245
H -6.188215 -4.238030 4.463945 -1.47 0.19 -1.85 0.254
H -6.995736 -5.234060 3.010769 0.36 2.18 1.28 0.225
H -8.002885 -3.860583 3.855430 2.45 -0.63 -0.56 0.291
H -2.412558 -3.910849 0.869645 -1.64 1.19 -1.58 0.242
H -4.920454 -4.874969 0.646754 1.73 0.32 -1.99 0.359
H -6.204017 -3.731603 -1.142023 1.93 -0.94 -0.64 0.196
H -4.776418 -3.689857 -2.418751 -0.67 -1.04 1.94 0.230
H -5.586623 -5.336173 -1.989928 0.56 2.36 1.04 0.319
Br 0.515664 -0.320934 -3.283604 0.01 0.07 0.00 -0.104
C 2.177179 -0.079732 -4.276771 0.02 -0.27 0.01 -0.670
C 3.137612 0.812759 -3.526131 0.11 0.33 -0.15 0.011
Br 2.625083 2.688560 -3.681010 0.04 -0.20 -0.09 -0.122
H 1.905677 0.306420 -5.263133 0.12 0.00 0.30 0.389
H 2.591007 -1.086093 -4.386347 -0.04 0.18 0.04 0.357
H 4.138785 0.755158 -3.962444 -0.17 -0.03 0.03 0.360
H 3.197794 0.585578 -2.458090 -0.09 0.05 -0.22 -0.237
Br 1.786049 -1.707690 1.591169 0.08 0.15 -0.13 -0.082
C 3.447563 -1.466489 0.598002 -0.08 -0.21 0.14 -0.336
C 4.407997 -0.573997 1.348641 0.27 0.24 -0.03 -0.550
Br 3.895467 1.301803 1.193762 0.13 -0.35 -0.02 -0.083
H 3.176061 -1.080336 -0.388360 0.10 -0.03 0.24 -0.029
H 3.861392 -2.472848 0.488426 0.00 0.18 0.00 0.393
H 5.409169 -0.631598 0.912328 -0.19 -0.06 0.04 0.409
H 4.468180 -0.801178 2.416683 -0.11 -0.02 -0.28 0.375
Br 2.974063 6.068347 3.500446 0.07 -0.06 0.11 -0.145
C 4.656453 5.292499 4.111028 0.02 0.23 -0.14 -0.559
C 4.794615 3.859124 3.654104 0.12 -0.17 0.16 -0.485
Br 3.702638 2.663616 4.742061 0.01 0.07 -0.10 -0.111
H 4.684024 5.406619 5.198206 -0.02 -0.14 -0.28 0.382
H 5.435502 5.916681 3.664374 -0.11 -0.17 0.05 0.347
H 5.821433 3.508212 3.790269 -0.16 0.12 -0.03 0.369
H 4.497258 3.704087 2.613197 0.06 0.14 0.30 0.147
Br 0.814665 -5.360462 1.406867 0.04 -0.10 0.10 -0.052
C 2.525986 -5.340223 2.342901 -0.12 0.20 -0.17 -0.306
C 3.441597 -6.427336 1.830776 0.18 -0.15 0.17 -0.600
Br 2.931110 -8.171499 2.539721 0.02 0.08 -0.13 -0.160
H 2.306164 -5.424503 3.410755 0.12 -0.07 -0.28 0.397
H 2.948819 -4.352263 2.140001 -0.05 -0.16 0.04 -0.064
H 4.464869 -6.266776 2.181731 -0.19 0.03 -0.03 0.384
H 3.445445 -6.514697 0.740685 -0.10 0.09 0.28 0.369
Br 6.208827 3.060003 -5.620884 -0.05 0.08 -0.02 -0.136
C 6.313638 5.006140 -5.538687 0.15 -0.09 -0.18 -0.554
C 6.804780 5.470129 -4.187417 -0.10 0.26 0.18 -0.579
Br 5.390415 5.363687 -2.848183 0.16 -0.06 -0.04 -0.115
H 5.322533 5.389818 -5.796056 0.24 -0.08 0.18 0.357
H 7.022063 5.285636 -6.323567 -0.09 -0.03 0.18 0.335
H 7.084982 6.526727 -4.220890 -0.05 -0.19 -0.08 0.325
H 7.648296 4.886835 -3.807690 -0.24 0.09 -0.20 0.364
Br -5.528473 4.845606 -2.712461 0.05 -0.03 0.12 -0.177
C -3.846083 4.069757 -2.101877 0.14 0.22 -0.22 -0.583
C -3.707921 2.636381 -2.558802 0.04 -0.08 0.10 -0.456
Br -4.799898 1.440875 -1.470844 0.32 0.72 -0.92 0.049
H -3.818512 4.183876 -1.014700 -0.02 -0.14 -0.27 0.347
H -3.067034 4.693939 -2.548532 -0.12 -0.13 0.07 0.399
H -2.681104 2.285470 -2.422638 -0.11 0.11 -0.01 0.064
H -4.005278 2.481345 -3.599709 0.08 0.17 0.25 0.427
```
Positions in Å, forces in eV/Å.

The HOMO-LUMO gap is 8.8 eV. The lowest unoccupied orbital energy is 0.04 eV. The HOMO energy is -8.72 eV. The maximum force is 10.31 eV/A. The value obtained for the energy above the lowest of the compared OMol25 structures with the same formula, charge and spin is 124.1 kcal per mole.